{"formula": "C72H160As2ClF16N10O8S4", "method": "ωB97M-V with the def2-TZVPD basis set", "lumo_energy_ev": -4.076, "homo_lumo_gap_ha": 0.329, "total_energy_ha": -12110.61844, "homo_ev": -13.02, "charge": 3, "e_above_lowest_kj_mol": 0.00, "symbols": ["C", "C", "C", "N", "C", "C", "C", "C", "C", "C", "H", "H", "H", "H", "H", "H", "H", "H", "H", "H", "H", "H", "H", "H", "H", "H", "H", "H", "H", "H", "C", "C", "C", "N", "C", "C", "C", "C", "C", "C", "H", "H", "H", "H", "H", "H", "H", "H", "H", "H", "H", "H", "H", "H", "H", "H", "H", "H", "H", "H", "C", "C", "C", "N", "C", "C", "C", "C", "C", "C", "H", "H", "H", "H", "H", "H", "H", "H", "H", "H", "H", "H", "H", "H", "H", "H", "H", "H", "H", "H", "C", "C", "C", "N", "C", "C", "C", "C", "C", "C", "H", "H", "H", "H", "H", "H", "H", "H", "H", "H", "H", "H", "H", "H", "H", "H", "H", "H", "H", "H", "C", "C", "C", "N", "C", "C", "C", "C", "C", "C", "H", "H", "H", "H", "H", "H", "H", "H", "H", "H", "H", "H", "H", "H", "H", "H", "H", "H", "H", "H", "C", "C", "C", "N", "C", "C", "C", "C", "C", "C", "H", "H", "H", "H", "H", "H", "H", "H", "H", "H", "H", "H", "H", "H", "H", "H", "H", "H", "H", "H", "C", "C", "C", "N", "C", "C", "C", "C", "C", "C", "H", "H", "H", "H", "H", "H", "H", "H", "H", "H", "H", "H", "H", "H", "H", "H", "H", "H", "H", "H", "C", "C", "C", "N", "C", "C", "C", "C", "C", "C", "H", "H", "H", "H", "H", "H", "H", "H", "H", "H", "H", "H", "H", "H", "H", "H", "H", "H", "H", "H", "As", "F", "F", "F", "F", "F", "F", "As", "F", "F", "F", "F", "F", "F", "Cl", "N", "S", "O", "O", "F", "S", "O", "O", "F", "N", "S", "O", "O", "F", "S", "O", "O", "F"], "positions_angstrom": [[-1.826, -0.491, -1.346], [-2.682, 0.669, -1.812], [-2.577, 1.804, -0.740], [-3.049, 3.118, -1.078], [-3.061, 3.971, 0.174], [-3.364, 5.433, -0.120], [-2.464, 5.964, -1.209], [-2.501, 5.092, -2.454], [-2.127, 3.695, -2.178], [-4.454, 3.080, -1.643], [-1.347, -1.001, -2.210], [-2.388, -1.251, -0.785], [-0.942, -0.073, -0.739], [-3.669, 0.356, -1.923], [-2.254, 1.099, -2.740], [-1.512, 1.799, -0.517], [-3.038, 1.531, 0.245], [-2.070, 3.902, 0.563], [-3.761, 3.567, 0.927], [-3.347, 5.937, 0.852], [-4.394, 5.530, -0.418], [-1.401, 6.060, -0.903], [-2.805, 6.985, -1.629], [-1.758, 5.444, -3.183], [-3.452, 5.165, -2.931], [-1.082, 3.615, -1.857], [-2.277, 3.090, -3.080], [-4.873, 4.120, -1.646], [-5.014, 2.464, -0.927], [-4.441, 2.661, -2.690], [6.083, 0.038, -1.352], [4.701, 0.712, -1.198], [3.822, -0.370, -0.707], [2.582, 0.121, 0.057], [1.569, -1.037, 0.203], [2.155, -2.110, 1.067], [2.472, -1.509, 2.485], [3.529, -0.402, 2.358], [2.986, 0.629, 1.424], [1.835, 1.217, -0.610], [6.130, -0.757, -2.120], [6.328, -0.529, -0.446], [6.913, 0.701, -1.592], [4.344, 1.116, -2.154], [4.914, 1.581, -0.517], [4.336, -1.086, -0.175], [3.370, -0.909, -1.561], [1.403, -1.359, -0.814], [0.603, -0.694, 0.479], [3.092, -2.550, 0.774], [1.371, -2.862, 1.112], [2.763, -2.320, 3.170], [1.528, -1.081, 2.792], [4.437, -0.904, 2.099], [3.751, 0.057, 3.274], [3.638, 1.467, 1.183], [2.029, 1.016, 1.821], [2.318, 2.185, -0.428], [0.887, 1.277, -0.035], [1.615, 1.040, -1.701], [5.836, -9.909, 1.401], [4.855, -8.864, 1.834], [3.436, -9.476, 2.106], [2.214, -8.500, 2.148], [2.452, -7.296, 3.012], [1.375, -6.224, 2.852], [1.057, -5.790, 1.434], [0.826, -6.993, 0.590], [1.910, -8.012, 0.720], [1.050, -9.259, 2.807], [5.999, -10.641, 2.181], [6.776, -9.419, 1.276], [5.597, -10.403, 0.455], [4.833, -7.953, 1.181], [5.295, -8.459, 2.709], [3.276, -10.079, 3.025], [3.211, -10.044, 1.263], [3.382, -6.788, 2.732], [2.757, -7.619, 4.048], [1.663, -5.394, 3.490], [0.436, -6.520, 3.270], [1.933, -5.236, 1.072], [0.285, -5.085, 1.390], [0.917, -6.718, -0.458], [-0.204, -7.363, 0.723], [2.844, -7.573, 0.328], [1.674, -8.893, 0.168], [1.283, -9.455, 3.857], [0.910, -10.197, 2.324], [0.189, -8.595, 2.825], [4.751, 2.546, -12.013], [5.214, 2.921, -10.593], [4.071, 3.116, -9.578], [4.463, 3.571, -8.147], [3.142, 3.599, -7.382], [3.230, 3.619, -5.856], [4.192, 2.586, -5.305], [5.524, 2.757, -6.032], [5.390, 2.595, -7.551], [5.154, 4.833, -8.180], [5.464, 3.098, -12.659], [3.772, 2.903, -12.329], [4.821, 1.482, -12.281], [5.720, 3.887, -10.751], [5.974, 2.223, -10.161], [3.391, 2.220, -9.477], [3.435, 3.919, -9.836], [2.640, 2.708, -7.696], [2.645, 4.472, -7.768], [2.189, 3.441, -5.469], [3.565, 4.632, -5.658], [3.746, 1.605, -5.481], [4.359, 2.789, -4.232], [6.244, 1.950, -5.764], [6.068, 3.630, -5.750], [4.998, 1.641, -7.859], [6.309, 2.827, -8.029], [5.304, 5.115, -7.131], [4.623, 5.650, -8.651], [6.155, 4.684, -8.610], [-0.843, -1.688, 7.365], [-1.553, -0.355, 7.151], [-2.974, -0.651, 6.712], [-3.989, 0.494, 6.751], [-5.254, -0.182, 6.347], [-6.561, 0.620, 6.576], [-6.641, 1.071, 7.979], [-5.357, 1.776, 8.379], [-4.078, 1.038, 8.100], [-3.619, 1.619, 5.889], [-0.524, -2.026, 6.361], [-1.487, -2.461, 7.830], [0.110, -1.610, 7.895], [-1.053, 0.290, 6.436], [-1.647, 0.128, 8.100], [-3.369, -1.438, 7.354], [-3.043, -0.935, 5.682], [-5.301, -1.079, 6.914], [-5.185, -0.435, 5.286], [-7.348, -0.037, 6.225], [-6.709, 1.438, 5.873], [-6.903, 0.313, 8.715], [-7.438, 1.854, 8.073], [-5.314, 2.082, 9.435], [-5.337, 2.741, 7.904], [-4.036, 0.115, 8.735], [-3.241, 1.710, 8.380], [-3.082, 1.220, 5.067], [-3.051, 2.327, 6.491], [-4.482, 2.087, 5.479], [-3.618, 0.962, -5.990], [-2.353, 0.302, -6.563], [-1.838, -0.639, -5.523], [-0.644, -1.495, -5.926], [0.326, -0.826, -6.833], [1.665, -1.599, -7.149], [2.391, -1.966, -5.808], [1.310, -2.624, -4.937], [0.077, -1.842, -4.661], [-1.163, -2.689, -6.604], [-3.290, 1.624, -5.205], [-4.358, 0.242, -5.676], [-4.110, 1.612, -6.715], [-1.511, 0.939, -6.771], [-2.568, -0.215, -7.537], [-2.649, -1.299, -5.124], [-1.454, -0.034, -4.742], [0.616, 0.114, -6.386], [-0.256, -0.606, -7.753], [2.202, -0.873, -7.777], [1.500, -2.539, -7.634], [2.800, -1.049, -5.317], [3.182, -2.638, -6.022], [1.754, -2.895, -3.939], [1.065, -3.629, -5.235], [0.351, -0.903, -4.171], [-0.630, -2.436, -4.073], [-0.368, -3.297, -6.984], [-1.806, -2.399, -7.456], [-1.636, -3.362, -5.864], [3.801, 6.497, 4.015], [3.369, 7.875, 3.544], [2.861, 8.735, 4.768], [2.703, 10.177, 4.477], [1.744, 10.452, 3.314], [0.402, 9.918, 3.564], [-0.329, 10.391, 4.825], [0.681, 10.402, 6.015], [2.095, 10.865, 5.662], [4.036, 10.886, 4.363], [4.463, 6.647, 4.873], [4.289, 6.008, 3.124], [2.984, 5.846, 4.298], [2.503, 7.811, 2.858], [4.138, 8.374, 3.006], [3.527, 8.663, 5.638], [1.869, 8.325, 5.104], [2.221, 9.983, 2.450], [1.685, 11.511, 3.080], [0.507, 8.871, 3.624], [-0.275, 10.217, 2.761], [-1.203, 9.753, 5.078], [-0.708, 11.388, 4.691], [0.793, 9.497, 6.602], [0.290, 11.088, 6.743], [2.715, 10.717, 6.549], [2.031, 11.867, 5.374], [3.986, 11.991, 4.348], [4.620, 10.451, 3.573], [4.538, 10.588, 5.236], [-1.996, -3.304, 2.244], [-3.554, -3.514, 2.061], [-3.854, -4.967, 1.670], [-5.302, -5.203, 1.241], [-5.560, -4.672, -0.068], [-6.909, -4.992, -0.713], [-7.063, -6.472, -0.861], [-6.827, -7.102, 0.487], [-5.567, -6.682, 1.184], [-6.170, -4.597, 2.239], [-1.478, -3.352, 1.275], [-1.510, -4.012, 2.914], [-1.832, -2.319, 2.666], [-3.945, -2.778, 1.336], [-3.974, -3.041, 2.974], [-3.762, -5.673, 2.515], [-3.188, -5.213, 0.821], [-4.909, -5.083, -0.813], [-5.343, -3.605, -0.032], [-6.868, -4.441, -1.610], [-7.782, -4.618, -0.067], [-6.277, -6.736, -1.579], [-8.019, -6.786, -1.326], [-6.753, -8.198, 0.393], [-7.769, -6.955, 1.103], [-4.607, -7.074, 0.686], [-5.454, -7.063, 2.192], [-5.846, -4.974, 3.174], [-7.190, -4.923, 1.979], [-6.221, -3.484, 2.208], [-1.900, -4.563, -2.161], [-1.578, -5.551, -0.769], [-0.370, -3.824, -1.980], [-2.162, -3.602, -3.589], [-3.435, -5.297, -2.395], [-2.718, -3.419, -1.157], [-1.156, -5.736, -3.131], [-5.139, 0.324, 2.361], [-6.011, 1.368, 1.271], [-4.547, -0.573, 0.945], [-4.201, -0.725, 3.380], [-5.732, 1.301, 3.710], [-6.497, -0.754, 2.565], [-3.778, 1.424, 2.344], [0.383, 1.866, -4.431], [-0.063, 2.699, 2.305], [-0.222, 1.643, 3.451], [-1.180, 2.019, 4.468], [0.847, 0.762, 3.774], [-1.134, 0.701, 2.544], [0.661, 4.117, 2.210], [0.492, 4.967, 3.348], [0.337, 4.724, 0.982], [2.179, 3.707, 2.053], [4.218, -5.486, 0.268], [5.094, -4.686, 1.276], [4.560, -4.837, 2.606], [5.328, -3.356, 0.781], [6.375, -5.502, 1.264], [4.260, -5.601, -1.335], [3.551, -6.771, -1.799], [5.524, -5.224, -1.838], [3.329, -4.323, -1.703]]}